No. 1
Molecular formula: C24H47F3N5O12S
Method: DFT, the ωB97M-V functional and the def2-TZVPD basis

Values from the calculation:
Total charge = -1
Orbital gap = 9.3 eV
E_HOMO = -0.267 Ha

Positions of all 92 atoms, in Å:
C (0.63, 0.04, -1.26)
F (1.60, -0.87, -1.45)
F (1.04, 1.21, -1.69)
F (-0.40, -0.38, -2.03)
S (0.09, -0.02, 0.53)
O (-1.07, -0.86, 0.47)
O (1.18, -0.57, 1.30)
O (-0.17, 1.36, 0.93)
C (-1.53, -0.21, 3.94)
C (-1.75, 1.25, 4.32)
O (-2.21, 1.57, 5.41)
N (-1.46, 2.14, 3.35)
C (-1.33, 3.58, 3.62)
H (-2.15, -0.52, 3.09)
H (-1.89, -0.83, 4.76)
H (-0.47, -0.33, 3.70)
H (-0.96, 1.87, 2.51)
H (-2.31, 4.02, 3.80)
H (-0.77, 4.06, 2.81)
H (-0.69, 3.79, 4.48)
C (3.49, -1.86, 3.91)
C (4.14, -2.44, 2.68)
O (5.14, -3.12, 2.75)
N (3.51, -2.19, 1.52)
C (3.96, -2.56, 0.21)
H (2.42, -2.05, 3.84)
H (3.63, -0.78, 4.00)
H (3.95, -2.30, 4.79)
H (2.65, -1.66, 1.54)
H (3.18, -3.16, -0.27)
H (4.88, -3.14, 0.28)
H (4.16, -1.69, -0.41)
C (-4.02, -1.43, -1.30)
C (-4.60, -0.30, -0.51)
O (-5.78, -0.01, -0.60)
N (-3.76, 0.29, 0.35)
C (-4.10, 1.49, 1.04)
H (-2.99, -1.66, -1.05)
H (-4.00, -1.18, -2.37)
H (-4.69, -2.28, -1.28)
H (-2.85, -0.11, 0.55)
H (-3.37, 2.29, 0.85)
H (-4.12, 1.35, 2.13)
H (-5.08, 1.85, 0.73)
C (0.41, -1.89, -4.56)
C (-0.35, -1.35, -5.76)
O (-1.08, -2.07, -6.42)
N (-0.16, -0.06, -6.10)
C (-0.77, 0.50, -7.28)
H (1.05, -2.68, -4.93)
H (-0.36, -2.13, -3.83)
H (1.03, -1.12, -4.09)
H (0.40, 0.55, -5.53)
H (-1.70, 0.04, -7.59)
H (-0.10, 0.40, -8.16)
H (-0.84, 1.57, -7.16)
C (-2.73, 3.00, -2.60)
C (-1.46, 3.75, -2.98)
O (-1.10, 3.81, -4.14)
N (-0.69, 4.18, -1.96)
C (-1.00, 4.07, -0.57)
H (-3.24, 2.70, -3.51)
H (-3.46, 3.60, -2.05)
H (-2.44, 2.15, -1.98)
H (0.05, 4.82, -2.22)
H (-0.24, 4.52, 0.05)
H (-1.17, 3.05, -0.24)
H (-1.94, 4.62, -0.37)
O (-1.36, -7.03, 0.75)
C (-0.90, -6.12, 0.13)
O (-0.89, -6.09, -1.22)
C (-0.05, -5.02, -1.71)
C (0.64, -4.43, -0.50)
C (-0.24, -4.86, 0.67)
H (-0.69, -4.36, -2.31)
H (0.70, -5.37, -2.42)
H (0.63, -3.34, -0.58)
H (1.66, -4.75, -0.26)
H (-1.00, -4.10, 0.90)
H (0.27, -4.99, 1.62)
O (2.59, 3.28, 5.07)
C (3.11, 3.10, 4.03)
O (4.45, 2.90, 3.90)
C (4.78, 2.36, 2.61)
C (3.43, 2.03, 1.91)
C (2.43, 2.93, 2.68)
H (5.43, 1.50, 2.78)
H (5.31, 3.10, 2.00)
H (3.10, 1.00, 2.04)
H (3.54, 2.22, 0.84)
H (1.49, 2.42, 2.82)
H (2.32, 3.92, 2.23)



No. 2
Molecular formula: C24H47FN5O3S
Method: DFT, the ωB97M-V functional and the def2-TZVPD basis

Values from the calculation:
Total charge = +1
Orbital gap = 9.8 eV
E_HOMO = -0.444 Ha
Relative energy (zero: lowest compared OMol25 entry of this formula, charge and spin) = 85.6 kcal/mol

Positions of all 81 atoms, in Å:
C (-3.67, 4.03, 1.10)
C (-2.54, 4.29, 0.01)
C (-2.76, 3.48, -1.36)
C (-2.50, 1.95, -1.05)
C (-1.03, 1.43, -1.46)
N (-0.14, 1.23, -0.28)
C (0.34, -0.22, -0.31)
C (-0.79, -1.21, 0.27)
C (-0.40, -2.75, 0.17)
C (-0.27, -3.33, 1.67)
C (-0.93, -4.80, 1.73)
C (1.24, -3.49, 2.15)
C (1.63, -0.47, 0.60)
N (2.76, 0.46, 0.36)
C (2.32, 1.52, -0.56)
C (0.96, 2.19, -0.03)
F (0.99, 2.40, 1.38)
C (0.88, 3.62, -0.68)
C (1.28, 4.81, 0.34)
C (2.81, 4.80, 0.76)
C (3.08, 5.79, 2.00)
S (2.03, 5.45, 3.47)
O (0.65, 6.06, 3.37)
O (2.66, 6.04, 4.70)
O (1.87, 3.82, 3.75)
H (-3.22, 3.33, 1.87)
H (-3.81, 5.01, 1.66)
H (-4.65, 3.67, 0.68)
H (-2.46, 5.39, -0.26)
H (-1.55, 4.03, 0.51)
H (-2.09, 3.93, -2.15)
H (-3.87, 3.59, -1.59)
H (-3.25, 1.36, -1.68)
H (-2.76, 1.71, 0.02)
H (-1.23, 0.42, -1.92)
H (-0.59, 2.04, -2.30)
H (-0.75, 1.25, 0.56)
H (0.66, -0.53, -1.36)
H (-0.97, -0.85, 1.34)
H (-1.71, -1.01, -0.35)
H (0.53, -2.94, -0.46)
H (-1.30, -3.29, -0.29)
H (-0.83, -2.72, 2.44)
H (-1.85, -4.89, 1.08)
H (-1.19, -5.10, 2.79)
H (-0.13, -5.53, 1.36)
H (1.88, -3.81, 1.28)
H (1.25, -4.30, 2.95)
H (1.65, -2.56, 2.64)
H (1.32, -0.51, 1.70)
H (2.00, -1.51, 0.34)
H (3.60, -0.02, 0.04)
H (2.25, 1.21, -1.65)
H (3.08, 2.37, -0.54)
H (1.66, 3.68, -1.50)
H (-0.09, 3.94, -1.14)
H (0.55, 4.84, 1.19)
H (1.11, 5.77, -0.26)
H (3.40, 5.25, -0.10)
H (3.16, 3.77, 1.06)
H (4.15, 5.59, 2.32)
H (2.94, 6.87, 1.74)
H (1.10, 3.64, 4.33)
C (6.14, -1.94, -1.87)
C (5.22, -1.98, -0.69)
N (4.50, -2.02, 0.22)
H (7.13, -2.28, -1.57)
H (5.76, -2.58, -2.66)
H (6.21, -0.92, -2.24)
C (-5.18, -4.92, -0.65)
C (-3.76, -5.10, -1.10)
N (-2.66, -5.25, -1.44)
H (-5.54, -5.83, -0.18)
H (-5.23, -4.10, 0.07)
H (-5.81, -4.68, -1.51)
C (-2.30, -7.82, -3.85)
C (-3.01, -8.76, -4.76)
N (-3.57, -9.49, -5.48)
H (-2.99, -7.06, -3.49)
H (-1.90, -8.37, -2.99)
H (-1.48, -7.34, -4.38)



No. 3
Molecular formula: C24H48BFN4O10P
Method: DFT, the ωB97M-V functional and the def2-TZVPD basis

Values from the calculation:
Total charge = +1
Orbital gap = 6.2 eV
E_HOMO = -0.395 Ha

Positions of all 89 atoms, in Å:
C (-1.70, 0.19, 0.28)
C (-0.14, -0.31, 0.20)
B (0.68, 0.22, -1.12)
O (0.18, 1.35, -1.97)
N (2.00, -0.49, -1.52)
C (2.14, -0.85, -2.99)
C (3.18, 0.22, -3.74)
O (3.45, 1.41, -2.91)
C (4.87, 1.79, -2.92)
O (5.21, 2.86, -2.15)
C (2.96, -0.76, -0.58)
N (3.02, -0.46, 0.92)
C (4.25, -0.97, 1.64)
P (4.62, -0.81, 3.51)
O (5.77, 0.27, 3.82)
N (5.00, -1.59, 0.49)
C (6.33, -2.26, 0.77)
O (6.26, -3.31, 1.83)
C (5.15, -4.25, 1.53)
N (4.29, -1.47, -0.73)
F (4.87, -2.00, -1.84)
H (-2.38, -0.33, -0.53)
H (-2.12, -0.20, 1.33)
H (-1.84, 1.36, 0.31)
H (0.41, 0.17, 1.14)
H (-0.06, -1.49, 0.38)
H (-0.75, 1.11, -2.32)
H (1.09, -0.74, -3.53)
H (2.52, -1.95, -3.16)
H (2.66, 0.62, -4.74)
H (4.16, -0.35, -4.08)
H (5.74, 1.24, -3.49)
H (5.10, -2.12, 3.96)
H (3.40, -0.42, 4.23)
H (6.75, -2.82, -0.19)
H (7.17, -1.46, 1.05)
H (4.09, -3.80, 1.85)
H (5.25, -5.26, 2.16)
H (5.05, -4.46, 0.37)
C (-5.65, 1.94, 2.77)
C (-5.15, 1.37, 1.47)
O (-4.31, 0.48, 1.44)
C (-5.74, 1.94, 0.20)
H (-5.14, 1.43, 3.60)
H (-5.43, 3.01, 2.83)
H (-6.72, 1.77, 2.87)
H (-5.52, 3.01, 0.14)
H (-6.82, 1.77, 0.18)
H (-5.29, 1.44, -0.66)
C (-3.35, 6.36, 4.60)
C (-4.28, 5.19, 4.80)
O (-4.91, 4.70, 3.87)
C (-4.41, 4.64, 6.20)
H (-3.36, 6.64, 3.54)
H (-3.69, 7.21, 5.19)
H (-2.33, 6.07, 4.87)
H (-4.79, 5.42, 6.87)
H (-3.43, 4.28, 6.55)
H (-5.11, 3.80, 6.20)
C (1.68, 0.13, -7.99)
C (0.87, -0.72, -7.05)
O (1.42, -1.46, -6.23)
C (-0.62, -0.62, -7.13)
H (2.75, -0.04, -7.81)
H (1.45, -0.14, -9.02)
H (1.47, 1.19, -7.81)
H (-0.96, -0.92, -8.13)
H (-0.94, 0.41, -6.92)
H (-1.08, -1.28, -6.39)
C (7.48, -5.49, -1.83)
C (6.25, -5.57, -2.70)
O (5.37, -6.40, -2.49)
C (6.15, -4.59, -3.84)
H (7.41, -6.25, -1.04)
H (8.37, -5.67, -2.42)
H (7.53, -4.50, -1.35)
H (6.99, -4.74, -4.53)
H (6.15, -3.57, -3.46)
H (5.22, -4.77, -4.39)
C (-9.93, 0.20, 4.76)
C (-9.48, 1.52, 4.18)
O (-9.20, 1.64, 2.99)
C (-9.38, 2.69, 5.12)
H (-9.95, -0.55, 3.96)
H (-9.23, -0.12, 5.53)
H (-10.93, 0.30, 5.17)
H (-8.65, 2.47, 5.91)
H (-10.36, 2.90, 5.56)
H (-9.05, 3.57, 4.57)



No. 4
Molecular formula: C24H48Br2N4O4V
Method: DFT, the ωB97M-V functional and the def2-TZVPD basis

Values from the calculation:
Total charge = +3
Orbital gap (alpha / beta) = 2.7 / 2.8 eV
Expectation value of S² = 2.076
Spin multiplicity = 3
E_HOMO (alpha / beta) = -0.593 / -0.593 Ha

Positions of all 83 atoms, in Å:
O (4.35, -1.11, -3.71)
V (3.11, -0.14, -3.69)
C (-4.73, 1.91, -4.89)
C (-3.89, 0.57, -4.68)
N (-2.63, 0.71, -3.76)
C (-1.70, 1.84, -4.31)
C (-3.09, 1.06, -2.37)
C (-1.97, 1.12, -1.29)
C (-1.88, -0.56, -3.82)
C (-2.64, -1.83, -3.32)
O (-2.98, -1.61, -1.97)
C (-3.06, -2.74, -1.13)
H (-5.20, 2.03, -3.91)
H (-5.46, 1.61, -5.64)
H (-4.07, 2.75, -5.10)
H (-3.51, 0.26, -5.66)
H (-4.48, -0.20, -4.19)
H (-0.93, 2.08, -3.58)
H (-2.14, 2.84, -4.32)
H (-1.44, 1.74, -5.36)
H (-3.93, 0.39, -2.18)
H (-3.45, 2.09, -2.34)
H (-1.36, 2.02, -1.28)
H (-1.20, 0.35, -1.36)
H (-2.37, 1.12, -0.28)
H (-0.94, -0.53, -3.28)
H (-1.53, -0.73, -4.84)
H (-1.88, -2.59, -3.12)
H (-3.45, -2.02, -4.02)
H (-3.77, -3.49, -1.47)
H (-3.55, -2.49, -0.19)
H (-2.13, -3.27, -0.94)
C (1.09, -0.30, 0.03)
C (2.12, -0.09, -1.10)
O (1.94, 0.69, -2.05)
O (3.14, -0.75, -1.03)
H (0.34, -1.03, -0.28)
H (0.42, 0.47, 0.40)
H (1.72, -0.63, 0.85)
C (-1.99, 1.61, 3.56)
C (-0.91, 0.52, 3.23)
C (-0.20, 0.11, 4.53)
C (-1.05, -0.02, 5.75)
N (-1.66, -0.11, 6.71)
H (-2.79, 1.05, 4.04)
H (-2.35, 2.18, 2.71)
H (-1.62, 2.33, 4.30)
H (-0.17, 0.93, 2.54)
H (-1.35, -0.36, 2.76)
H (0.52, 0.86, 4.86)
H (0.29, -0.87, 4.51)
C (-0.43, -3.62, 3.91)
C (-0.09, -3.46, 2.41)
C (-1.53, -3.38, 1.79)
C (-2.57, -2.43, 2.29)
N (-3.34, -1.74, 2.66)
H (-1.04, -4.49, 4.13)
H (-0.79, -2.76, 4.47)
H (0.44, -4.05, 4.42)
H (0.52, -4.31, 2.12)
H (0.49, -2.55, 2.22)
H (-1.91, -4.40, 1.74)
H (-1.34, -3.22, 0.72)
C (3.17, 2.96, 2.73)
C (3.54, 2.24, 1.47)
C (3.43, 3.08, 0.18)
C (2.10, 3.66, -0.02)
N (1.06, 4.18, -0.19)
H (2.22, 3.47, 2.60)
H (3.93, 3.72, 2.90)
H (3.15, 2.20, 3.51)
H (2.97, 1.31, 1.42)
H (4.57, 1.93, 1.59)
H (3.89, 2.62, -0.69)
H (4.18, 3.84, 0.39)
Br (8.81, -1.40, 1.05)
C (6.84, -1.10, 1.42)
C (6.29, 0.01, 0.53)
Br (6.97, -0.20, -1.32)
H (6.79, -0.91, 2.49)
H (6.36, -2.05, 1.23)
H (6.54, 0.99, 0.95)
H (5.20, 0.07, 0.56)



No. 5
Molecular formula: C24H48BrN2O9P
Method: DFT, the ωB97M-V functional and the def2-TZVPD basis

Values from the calculation:
SMILES = [H]/N=C(\C)CP(CCCCOC=O)(CCOC(C)=O)(C[C@H](C)Br)OCCNC[C@@H](C)O.CCOC(=O)OC
Orbital gap = 9.1 eV
E_HOMO = -0.327 Ha

Positions of all 85 atoms, in Å:
H (-4.13, 3.45, 2.20)
N (-3.21, 3.33, 1.68)
C (-3.21, 2.12, 1.04)
C (-4.63, 1.24, 1.19)
C (-2.06, 1.45, 0.10)
P (-0.25, 1.72, 0.58)
C (1.14, 0.44, 0.81)
C (0.64, -1.15, 0.86)
C (1.72, -2.18, 0.16)
C (1.02, -3.63, -0.30)
O (0.80, -4.48, 0.92)
C (0.99, -5.88, 0.46)
O (1.25, -6.91, 1.31)
C (0.38, 3.57, 0.49)
C (-0.77, 4.61, -0.02)
O (-0.14, 5.62, -0.93)
C (-0.57, 5.36, -2.31)
C (-2.03, 5.95, -2.83)
O (0.18, 4.70, -3.23)
C (0.15, 1.67, -1.29)
C (-0.23, 0.30, -2.07)
C (1.11, -0.39, -2.80)
Br (-1.44, 0.79, -3.64)
O (-0.52, 2.02, 2.22)
C (-0.58, 0.97, 3.17)
C (-1.73, -0.19, 3.05)
N (-3.02, 0.23, 3.80)
C (-3.76, -1.07, 4.19)
C (-5.37, -1.02, 3.87)
C (-5.61, -1.89, 2.50)
O (-6.09, -1.71, 4.98)
H (-5.49, 1.65, 0.50)
H (-4.33, 0.12, 0.96)
H (-4.93, 1.37, 2.34)
H (-2.24, 0.27, 0.01)
H (-2.28, 1.85, -1.00)
H (1.95, 0.44, -0.07)
H (1.80, 0.63, 1.78)
H (0.66, -1.42, 2.02)
H (-0.47, -1.30, 0.52)
H (2.48, -2.49, 1.03)
H (2.37, -1.70, -0.68)
H (1.86, -4.21, -0.92)
H (0.04, -3.49, -0.94)
H (0.90, -6.16, -0.70)
H (0.74, 3.84, 1.60)
H (1.36, 3.64, -0.17)
H (-1.12, 5.23, 0.93)
H (-1.67, 4.12, -0.60)
H (-2.49, 5.20, -3.64)
H (-2.73, 6.00, -1.89)
H (-1.87, 7.01, -3.33)
H (-0.42, 2.55, -1.86)
H (1.30, 1.90, -1.54)
H (-0.83, -0.49, -1.46)
H (1.04, -1.55, -2.50)
H (2.12, 0.10, -2.45)
H (1.08, -0.34, -3.96)
H (-0.84, 1.50, 4.22)
H (0.43, 0.40, 3.45)
H (-1.33, -1.12, 3.68)
H (-1.93, -0.60, 1.98)
H (-2.79, 0.66, 4.72)
H (-3.32, -2.01, 3.60)
H (-3.64, -1.30, 5.35)
H (-5.83, 0.07, 3.84)
H (-5.83, -3.01, 2.85)
H (-6.46, -1.49, 1.80)
H (-4.63, -1.96, 1.83)
H (-5.83, -2.68, 5.01)
C (5.70, -2.27, -5.38)
C (5.20, -1.21, -4.42)
O (5.13, -1.72, -3.08)
C (6.31, -1.81, -2.42)
O (7.40, -1.49, -2.86)
O (6.07, -2.35, -1.20)
C (7.25, -2.59, -0.43)
H (5.09, -3.17, -5.31)
H (5.67, -1.90, -6.41)
H (6.73, -2.56, -5.15)
H (4.18, -0.91, -4.70)
H (5.82, -0.30, -4.45)
H (7.86, -1.69, -0.36)
H (7.82, -3.41, -0.88)
H (6.94, -2.89, 0.57)



- What is the formula in the fourth record?
  C24H48Br2N4O4V